An isolated molecule of C5H5NO at a distorted geometry. Source: the OMol25 dataset; level of theory: ωB97M-V with the def2-TZVPD basis set.

Bonds (Å) are listed after each position.
Cartesian coordinates (Å):
1 C -1.7435 -0.1099 -0.2010  C2 1.606, N11 1.415, O12 1.219
2 C -0.6842 1.0976 -0.2123  C1 1.606, C3 1.608, H6 1.152, H7 1.191
3 C 0.2986 0.1059 0.5859  C2 1.608, C4 1.474, H8 1.055, N11 1.450
4 C 1.6292 -0.1063 -0.0126  C3 1.474, C5 1.163
5 C 2.5742 -0.5079 -0.5592  C4 1.163, H10 1.190
6 H -0.9423 1.9025 0.5708  C2 1.152
7 H -0.2053 1.6933 -1.1255  C2 1.191
8 H 0.5908 0.4602 1.5360  C3 1.055
9 H -1.1285 -1.9141 0.9282  N11 1.211
10 H 3.1631 -1.1611 -1.3607  C5 1.190
11 N -0.7350 -0.8950 0.4060  C1 1.415, C3 1.450, H9 1.211
12 O -2.8168 -0.5651 -0.5558  C1 1.219

Computed properties:
HOMO energy: -10.04 eV
SMILES: C#C[C@H]1CC(=O)N1
Energy relative to the best compared isomer or geometry (same formula, charge and spin): 99.43 kcal/mol
LUMO level: 0.77 eV
Total charge: 0
HOMO-LUMO gap: 10.8095 eV